1.
Molecular formula: C34H36ClN4O7RbTe
Method: DFT, ωB97M-V/def2-TZVPD

Last column: Löwdin charge in e.
Geometry (Å):
Rb -0.890 -0.598 -0.774  0.839
C -0.776 1.755 -5.461  -0.067
C -0.916 1.965 -3.958  -0.543
O -1.095 1.016 -3.192  -0.135
C -0.931 3.372 -3.517  -0.075
C -1.244 3.825 -2.184  -0.345
C -1.835 5.154 -1.874  -0.104
N -0.881 3.031 -1.123  0.012
N -1.005 3.650 -0.004  -0.046
C -0.765 2.841 1.026  -0.540
O -0.444 1.627 0.993  -0.198
C -1.061 3.562 2.290  -0.169
C -1.794 4.706 2.310  -0.059
C -2.231 5.328 3.510  -0.106
C -1.952 4.715 4.737  -0.153
C -1.153 3.553 4.748  -0.112
C -0.639 3.007 3.533  -0.024
H -1.149 0.729 -5.725  0.058
H 0.270 1.796 -5.789  0.060
H -1.338 2.495 -6.029  0.051
H -0.844 4.103 -4.325  0.046
H -1.197 5.679 -1.173  0.045
H -2.841 4.983 -1.422  0.079
H -1.935 5.791 -2.778  0.057
H -1.997 5.208 1.362  0.097
H -2.828 6.279 3.541  0.094
H -2.344 5.016 5.676  0.060
H -0.829 3.108 5.671  0.069
H 0.009 2.074 3.435  0.044
C -0.425 -2.209 -5.759  -0.043
C 0.808 -2.899 -5.868  -0.074
C 1.434 -3.322 -4.713  -0.027
C 0.815 -2.977 -3.479  -0.225
N -0.262 -2.230 -3.375  0.123
C -0.876 -1.823 -4.496  -0.099
C 1.373 -3.511 -2.221  -0.193
C 2.285 -4.578 -2.174  -0.038
C 2.836 -4.943 -0.979  -0.077
C 2.513 -4.211 0.195  -0.060
C 1.611 -3.172 0.073  -0.131
N 0.954 -2.931 -1.076  0.077
H -0.891 -1.805 -6.646  0.092
H 1.158 -3.166 -6.854  0.091
H 2.363 -3.844 -4.660  0.080
H -1.699 -1.173 -4.261  0.089
H 2.554 -5.027 -3.131  0.098
H 3.520 -5.789 -0.963  0.097
H 2.923 -4.435 1.192  0.101
H 1.398 -2.551 0.909  0.065
C 3.844 -1.155 4.187  -0.462
Te 1.987 -0.227 3.387  1.187
C 3.529 0.547 1.900  -0.325
C 4.938 0.376 2.475  -0.218
C 6.144 0.930 1.938  -0.045
C 7.336 0.898 2.638  -0.121
C 7.472 0.070 3.771  -0.111
C 6.340 -0.606 4.233  -0.060
C 5.040 -0.427 3.650  -0.274
H 3.743 -2.194 3.846  0.032
H 3.818 -1.242 5.288  0.046
H 3.274 1.584 1.815  0.044
H 3.349 -0.027 1.026  0.033
H 6.265 1.369 0.991  0.091
H 8.194 1.474 2.225  0.104
H 8.446 -0.008 4.356  0.110
H 6.429 -1.246 5.081  0.087
C -4.588 -2.467 2.035  -0.186
C -5.749 -1.674 1.416  -0.159
C -5.062 -0.495 0.674  -0.134
O -3.592 -0.550 1.020  -0.196
C -3.478 -1.440 2.167  -0.205
H -4.272 -3.278 1.383  0.092
H -4.819 -2.810 3.028  0.091
H -6.230 -1.248 2.282  0.088
H -6.411 -2.214 0.703  0.110
H -5.422 0.484 0.931  0.098
H -5.100 -0.521 -0.415  0.098
H -3.618 -0.808 3.073  0.119
H -2.449 -1.891 2.174  0.128
O -2.492 -2.989 -0.608  -0.467
Cl -3.466 -2.940 -1.703  0.687
O -4.812 -3.010 -1.240  -0.341
O -3.111 -3.918 -2.708  -0.355
O -3.237 -1.519 -2.237  -0.465

ΔE to the lowest compared entry with this formula, charge and spin = 0.335 eV
HOMO-LUMO gap = 2.631 eV
Largest force on an atom = 6.0 eV/A
Total charge = -2
DFT total energy = -2814.8815 a.u.

2.
Molecular formula: C34H36FeN8O2P
Method: DFT, ωB97M-V/def2-TZVPD

Last column: Löwdin charge in e.
Geometry (Å):
Fe -0.194 -0.154 0.701  0.656
C -0.502 -3.413 2.190  -0.004
C -1.830 -3.014 1.622  -0.287
C -2.929 -3.870 1.682  0.020
C -4.128 -3.473 1.124  -0.007
C -4.216 -2.228 0.518  0.016
C -3.084 -1.425 0.502  -0.220
N -1.924 -1.816 1.042  0.084
C -3.068 -0.061 -0.082  -0.172
C -4.192 0.512 -0.667  0.024
C -4.141 1.829 -1.088  -0.014
C -2.970 2.551 -0.908  -0.004
C -1.866 1.916 -0.347  -0.188
N -1.915 0.626 0.020  0.093
C -0.615 2.652 -0.042  -0.217
C -0.346 3.878 -0.619  -0.009
C 0.821 4.541 -0.272  -0.003
C 1.640 3.974 0.677  0.016
C 1.298 2.745 1.245  -0.205
C 2.124 2.298 2.428  -0.052
N 0.212 2.068 0.851  0.130
H -0.602 -4.227 2.903  0.095
H 0.158 -3.755 1.389  0.083
H -0.028 -2.562 2.680  0.061
H -2.835 -4.831 2.167  0.130
H -4.994 -4.120 1.163  0.129
H -5.157 -1.911 0.094  0.115
H -5.112 -0.046 -0.757  0.119
H -5.021 2.304 -1.502  0.130
H -2.944 3.608 -1.128  0.120
H -1.014 4.316 -1.344  0.114
H 1.062 5.498 -0.715  0.131
H 2.531 4.483 1.020  0.134
H 1.960 3.054 3.203  0.149
H 0.657 0.862 2.817  0.054
H 3.188 2.351 2.186  0.140
C -0.451 0.340 5.238  -0.007
C 0.933 0.604 5.388  -0.059
C 1.915 0.840 4.475  -0.005
C 1.719 0.940 2.995  -0.272
N -0.893 -0.097 2.873  0.170
C -1.250 0.045 4.081  -0.191
C 2.383 -0.180 2.235  -0.181
C 3.677 -0.586 2.542  0.030
C 4.256 -1.613 1.824  0.007
C 3.536 -2.197 0.793  0.025
C 2.263 -1.733 0.517  -0.181
N 1.689 -0.749 1.238  0.110
C 1.433 -2.276 -0.579  -0.207
C 1.860 -3.279 -1.444  0.020
C 0.999 -3.734 -2.425  -0.016
C -0.270 -3.177 -2.520  -0.019
C -0.615 -2.185 -1.622  -0.115
N 0.213 -1.740 -0.678  0.041
H -1.015 0.312 6.160  0.113
H 1.246 0.646 6.425  0.121
H 2.911 1.017 4.868  0.124
H -2.316 -0.116 4.286  0.137
H 4.215 -0.106 3.346  0.130
H 5.253 -1.960 2.061  0.133
H 3.968 -3.006 0.225  0.118
H 2.843 -3.716 -1.351  0.118
H 1.306 -4.525 -3.097  0.128
H -0.984 -3.524 -3.253  0.121
H -1.603 -1.743 -1.640  0.104
N 2.980 1.647 -4.439  0.151
C 2.033 0.516 -4.128  -0.153
P 0.692 1.255 -3.052  0.460
O 0.740 2.703 -3.475  -0.349
O 0.828 0.763 -1.662  -0.297
C -0.964 0.719 -3.747  -0.148
N -1.618 1.959 -4.304  0.154
H 3.447 1.544 -5.342  0.176
H 3.705 1.741 -3.726  0.175
H 2.410 2.517 -4.413  0.132
H 2.576 -0.284 -3.634  0.104
H 1.639 0.149 -5.074  0.107
H -1.579 0.331 -2.939  0.077
H -0.901 -0.033 -4.530  0.108
H -0.875 2.701 -4.253  0.121
H -2.411 2.254 -3.731  0.148
H -1.947 1.852 -5.264  0.173

<S²> = 6.075
HOMO-LUMO gap (alpha / beta) = 7.384 / 8.009 eV
Multiplicity = 5
Largest force on an atom = 0.3 eV/A
Total charge = +3
DFT total energy = -3510.0525 a.u.

3.
Molecular formula: C34H36N4S4Sb3Ti
Method: DFT, ωB97M-V/def2-TZVPD

Last column: Löwdin charge in e.
Geometry (Å):
Ti 0.262 0.561 -0.169  0.336
C -4.177 0.126 -0.425  -0.343
Sb -2.658 0.457 1.010  1.229
C -3.340 2.414 1.538  -0.316
C -3.863 -0.485 2.628  -0.308
C -3.409 -0.128 4.023  -0.281
C -4.064 0.907 4.699  -0.080
C -3.658 1.356 5.946  -0.104
C -2.568 0.756 6.563  -0.104
C -1.924 -0.290 5.924  -0.069
C -2.323 -0.753 4.667  -0.302
C -1.552 -1.868 4.033  -0.343
Sb 0.239 -1.126 3.060  1.340
C 1.519 -1.247 4.802  -0.345
C 0.851 -3.078 2.449  -0.313
H -5.135 0.280 0.072  0.005
H -4.120 -0.879 -0.835  0.006
H -4.041 0.837 -1.236  -0.009
H -4.289 2.569 1.026  0.013
H -2.622 3.151 1.185  -0.026
H -3.477 2.513 2.615  -0.010
H -3.864 -1.562 2.450  0.048
H -4.871 -0.102 2.456  0.050
H -4.921 1.371 4.222  0.106
H -4.189 2.165 6.430  0.094
H -2.230 1.091 7.537  0.094
H -1.085 -0.778 6.409  0.102
H -2.120 -2.389 3.264  0.044
H -1.220 -2.596 4.776  0.061
H 1.146 -2.007 5.491  -0.006
H 1.585 -0.290 5.319  -0.012
H 2.515 -1.531 4.457  -0.005
H 0.898 -3.705 3.340  0.007
H 1.839 -3.022 1.989  0.005
H 0.153 -3.502 1.727  -0.002
S -2.605 0.289 -5.615  -0.428
Sb -0.549 0.784 -4.802  0.127
S -1.219 0.197 -2.045  -0.009
S -1.355 2.097 -1.270  0.090
S 0.897 -1.022 -5.035  -0.368
C 0.455 4.101 2.593  -0.032
C 0.130 2.823 2.102  -0.136
N 0.565 2.377 0.952  -0.037
C 1.404 3.155 0.209  -0.171
C 1.778 4.429 0.621  -0.138
C 1.268 4.896 1.848  -0.006
C 2.668 5.205 -0.206  -0.025
C 3.135 4.711 -1.366  -0.011
C 2.777 3.389 -1.820  -0.135
C 3.265 2.829 -3.023  -0.008
C 2.922 1.559 -3.356  -0.047
C 2.081 0.816 -2.508  -0.180
N 1.581 1.357 -1.409  -0.075
C 1.928 2.624 -1.047  -0.157
H 0.053 4.423 3.543  0.110
H -0.515 2.157 2.662  0.087
H 1.528 5.892 2.187  0.119
H 2.961 6.192 0.132  0.110
H 3.800 5.303 -1.984  0.114
H 3.897 3.424 -3.671  0.115
H 3.244 1.087 -4.276  0.101
H 1.781 -0.192 -2.782  0.011
C -0.156 -3.559 -1.466  -0.058
C 1.184 -3.814 -1.826  -0.063
C 2.157 -2.969 -1.393  -0.017
C 1.818 -1.829 -0.627  -0.259
N 0.510 -1.525 -0.379  -0.079
C -0.436 -2.428 -0.771  -0.215
C 2.769 -0.952 -0.004  -0.256
C 4.166 -1.108 -0.089  -0.031
C 4.990 -0.290 0.624  -0.092
C 4.397 0.704 1.455  -0.077
C 3.045 0.841 1.470  -0.165
N 2.189 0.062 0.739  -0.057
H -0.959 -4.215 -1.770  0.107
H 1.433 -4.660 -2.453  0.108
H 3.191 -3.151 -1.649  0.106
H -1.454 -2.169 -0.518  0.075
H 4.578 -1.876 -0.730  0.105
H 6.064 -0.403 0.571  0.092
H 5.002 1.351 2.077  0.095
H 2.584 1.587 2.102  0.098

ΔE to the lowest compared entry with this formula, charge and spin = 1.727 eV
HOMO-LUMO gap (alpha / beta) = 4.399 / 4.470 eV
Largest force on an atom = 1.8 eV/A
Total charge = -1
DFT total energy = -4699.3496 a.u.

4.
Molecular formula: C34H36NO4PSSc
Method: DFT, ωB97M-V/def2-TZVPD

Last column: Löwdin charge in e.
Geometry (Å):
Sc 0.653 0.902 0.832  1.082
C 2.841 1.764 1.274  -0.268
C 1.944 2.860 1.405  -0.275
C 1.082 2.592 2.504  -0.275
C 1.444 1.330 3.045  -0.273
C 2.536 0.821 2.290  -0.279
C 3.264 -0.463 2.541  -0.012
C 0.820 0.672 4.240  -0.007
C 0.029 3.516 3.039  -0.002
C 1.951 4.122 0.590  -0.005
C 3.938 1.620 0.259  -0.002
H 4.096 -0.299 3.229  0.103
H 3.671 -0.878 1.620  0.077
H 2.614 -1.217 2.985  0.079
H 1.332 0.978 5.154  0.104
H 0.883 -0.415 4.184  0.082
H -0.228 0.949 4.361  0.072
H 0.463 4.199 3.772  0.105
H -0.773 2.976 3.544  0.080
H -0.422 4.126 2.256  0.081
H 2.597 4.868 1.058  0.106
H 0.959 4.569 0.513  0.078
H 2.328 3.961 -0.420  0.085
H 3.997 0.603 -0.132  0.075
H 4.906 1.844 0.711  0.104
H 3.807 2.302 -0.580  0.081
N -1.520 0.583 1.430  0.070
C -2.137 1.531 0.497  -0.295
C -3.449 1.397 0.081  -0.003
C -3.939 2.232 -0.916  -0.004
C -3.135 3.226 -1.462  -0.220
C -1.853 3.424 -0.975  -0.037
C -1.345 2.531 -0.051  -0.100
S -3.588 4.080 -2.982  0.419
O -3.139 5.434 -2.762  -0.320
O -5.008 3.862 -3.102  -0.323
O -2.764 3.320 -3.923  -0.347
H -1.741 0.805 2.398  0.114
H -1.873 -0.358 1.259  0.084
H -4.076 0.623 0.512  0.122
H -4.944 2.115 -1.303  0.124
H -1.241 4.208 -1.405  0.134
H -0.287 2.709 0.168  0.067
O 1.122 -1.015 0.307  -0.372
P 0.384 -1.992 -0.633  0.870
C -0.415 -1.046 -1.912  -0.281
C -0.178 0.324 -2.054  -0.093
C -0.870 1.065 -3.000  -0.038
C -1.806 0.442 -3.814  -0.012
C -2.013 -0.927 -3.714  -0.026
C -1.320 -1.671 -2.772  -0.077
C 1.522 -3.163 -1.335  -0.278
C 2.780 -2.706 -1.736  -0.060
C 3.660 -3.578 -2.353  -0.053
C 3.285 -4.897 -2.578  -0.048
C 2.034 -5.351 -2.187  -0.053
C 1.147 -4.486 -1.563  -0.065
C -0.855 -2.857 0.329  -0.289
C -2.224 -2.639 0.175  -0.086
C -3.121 -3.248 1.043  -0.054
C -2.656 -4.069 2.061  -0.048
C -1.292 -4.286 2.220  -0.050
C -0.391 -3.682 1.358  -0.069
H 0.612 0.851 -1.508  0.087
H -0.718 2.129 -3.120  0.114
H -2.365 1.059 -4.507  0.114
H -2.724 -1.418 -4.365  0.121
H -1.493 -2.738 -2.695  0.119
H 3.067 -1.676 -1.561  0.105
H 4.636 -3.231 -2.662  0.115
H 3.975 -5.575 -3.063  0.117
H 1.749 -6.379 -2.364  0.116
H 0.172 -4.843 -1.253  0.111
H -2.596 -2.004 -0.621  0.103
H -4.184 -3.089 0.916  0.117
H -3.358 -4.546 2.731  0.118
H -0.932 -4.929 3.011  0.117
H 0.672 -3.853 1.482  0.122

ΔE to the lowest compared entry with this formula, charge and spin = 0.670 eV
HOMO-LUMO gap = 6.605 eV
Largest force on an atom = 0.5 eV/A
Total charge = +1
DFT total energy = -3173.1110 a.u.